[1]
52
Properties=species:S:1:pos:R:3 method="wB97M-V/def2-TZVPD" charge=-2 homo_ev=-0.46 de_lowest_kj_mol=80.3 homo_lumo_gap_ev=4.61 e_tot_ha=-3049.15578
Cd 0.33 -1.36 0.00
C -1.79 -0.51 1.73
C -1.69 0.85 1.50
C -0.35 1.27 1.76
C 0.38 0.17 2.16
C -0.49 -1.00 2.12
C -0.32 -2.22 3.00
C 1.82 0.19 2.61
C 0.19 2.66 1.58
C -2.78 1.73 0.96
C -3.03 -1.35 1.62
H -0.79 -2.07 3.98
H 0.73 -2.44 3.18
H -0.77 -3.11 2.55
H 1.96 0.80 3.50
H 2.48 0.59 1.83
H 2.18 -0.82 2.85
H 0.15 3.24 2.51
H -0.37 3.22 0.83
H 1.23 2.64 1.25
H -2.40 2.39 0.17
H -3.22 2.38 1.73
H -3.58 1.13 0.53
H -3.75 -1.12 2.41
H -2.79 -2.41 1.67
H -3.53 -1.20 0.66
C -2.24 1.27 -2.85
C -1.00 0.80 -2.12
O -1.15 -0.11 -1.31
C 0.28 1.46 -2.39
C 0.31 2.56 -3.26
C 1.45 3.28 -3.52
C 2.64 2.88 -2.89
C 2.67 1.81 -2.05
C 1.50 1.03 -1.77
O 1.64 0.00 -1.02
H -3.07 0.67 -2.50
H -2.13 1.13 -3.93
H -2.44 2.33 -2.67
H -0.61 2.87 -3.74
H 1.44 4.11 -4.21
H 3.56 3.43 -3.08
H 3.58 1.49 -1.56
Te -1.60 -3.50 -1.32
Te -2.10 -6.10 -1.46
Te 0.74 -4.93 -4.83
Te 0.83 -3.06 -2.93
Cl 4.77 -2.85 1.60
C 3.11 -3.47 1.45
Cl 2.46 -3.36 -0.19
H 2.46 -2.88 2.09
H 3.10 -4.51 1.74


[2]
53
Properties=species:S:1:pos:R:3 method="wB97M-V/def2-TZVPD" charge=+1 homo_ev="-9.22 / -9.22" de_lowest_kj_mol=264.9 homo_lumo_gap_ev="5.87 / 5.91" spin_multiplicity=2 e_tot_ha=-8979.99411
Ce -0.10 -0.61 1.60
C -0.95 0.24 3.93
C -1.48 1.23 3.03
C -0.62 2.30 2.65
C 0.69 2.40 3.16
C 1.22 1.30 3.90
C 0.39 0.27 4.35
H -1.56 -0.54 4.35
H -2.56 1.30 2.75
H -0.97 3.01 1.89
H 1.31 3.32 3.06
H 2.29 1.39 4.18
H 0.77 -0.61 4.86
Se -1.50 -2.86 3.06
Se 0.66 -3.05 3.73
Te 1.56 -3.54 1.20
Se 3.52 -2.03 0.98
C -3.98 -0.31 -0.83
C -2.82 -1.25 -0.57
O -1.88 -0.99 0.22
N -2.72 -2.30 -1.42
C -1.55 -3.22 -1.44
C -0.49 -2.62 -2.28
C -0.43 -2.55 -3.71
C 0.70 -2.07 -4.31
C 1.79 -1.64 -3.55
C 1.65 -1.78 -2.12
N 0.55 -2.21 -1.55
H -4.56 -0.12 0.06
H -4.66 -0.80 -1.51
H -3.70 0.69 -1.21
H -3.54 -2.46 -2.03
H -1.80 -4.32 -1.69
H -1.21 -3.29 -0.41
H -1.31 -2.86 -4.34
H 0.71 -1.90 -5.40
H 2.74 -1.23 -3.95
H 2.41 -1.45 -1.41
C 3.90 2.77 -0.53
C 2.48 2.41 -0.35
C 1.34 3.07 -0.74
C 0.22 2.16 -0.57
N 0.68 1.02 -0.07
N 2.07 1.13 0.03
C -1.20 2.39 -1.00
H 4.20 3.80 -0.19
H 4.17 2.77 -1.62
H 4.52 1.95 -0.05
H 1.16 4.03 -1.27
H 2.68 0.37 0.39
H -1.75 3.27 -0.56
H -1.77 1.56 -0.65
H -1.28 2.48 -2.07


[3]
54
Properties=species:S:1:pos:R:3 method="wB97M-V/def2-TZVPD" charge=0 homo_ev=-8.87 de_lowest_kj_mol=0.0 smiles="Cc1ccc(S(=O)(=O)N(c2cc(Cl)c(O)c(Cl)c2)P(=O)(OC(C)C)OC(C)C)cc1" homo_lumo_gap_ev=9.27 e_tot_ha=-2904.65601
C 1.50 4.98 2.62
C 1.27 3.51 2.50
C 2.33 2.61 2.55
C 2.11 1.25 2.44
C 0.82 0.79 2.28
C -0.26 1.66 2.24
C -0.03 3.02 2.36
H -0.86 3.70 2.33
H -1.25 1.26 2.10
S 0.54 -0.93 1.94
O 1.74 -1.68 2.19
O -0.67 -1.40 2.52
N 0.30 -0.89 0.25
P -1.32 -0.99 -0.24
O -2.20 0.09 0.21
O -1.23 -0.95 -1.83
C -0.33 -1.66 -2.69
C -1.00 -1.71 -4.06
H -0.33 -2.15 -4.79
H -1.91 -2.30 -4.00
H -1.27 -0.70 -4.38
C 0.02 -3.05 -2.19
H -0.87 -3.67 -2.14
H 0.74 -3.51 -2.86
H 0.45 -2.99 -1.19
H 0.59 -1.06 -2.76
O -1.64 -2.47 0.18
C -2.96 -2.93 0.49
C -3.88 -2.73 -0.71
H -4.88 -3.09 -0.48
H -3.92 -1.66 -0.95
H -3.50 -3.26 -1.58
C -3.52 -2.26 1.74
H -4.40 -2.80 2.08
H -3.79 -1.23 1.52
H -2.76 -2.26 2.51
H -2.82 -4.00 0.68
C 1.17 0.01 -0.39
C 2.53 -0.26 -0.39
C 3.42 0.65 -0.94
C 2.97 1.85 -1.51
C 1.59 2.08 -1.50
C 0.70 1.19 -0.94
H -0.36 1.41 -0.92
Cl 1.02 3.57 -2.17
O 3.85 2.72 -2.03
H 3.36 3.48 -2.38
Cl 5.10 0.33 -0.92
H 2.89 -1.17 0.07
H 2.92 0.54 2.47
H 3.34 2.99 2.67
H 0.85 5.53 1.95
H 1.28 5.31 3.64
H 2.53 5.23 2.40


[4]
92
Properties=species:S:1:pos:R:3 method="wB97M-V/def2-TZVPD" charge=-1 homo_ev=-3.81 de_lowest_kj_mol=5.5 homo_lumo_gap_ev=5.08 e_tot_ha=-22398.90331
C 8.13 -0.16 3.69
C 8.46 -1.63 3.30
O 7.48 -2.62 3.39
C 6.41 -2.44 4.31
C 4.99 -2.25 3.56
Cl 5.29 -2.70 1.77
P 4.51 -0.46 3.51
O 3.00 -0.26 3.56
H 8.77 0.14 4.55
H 7.10 0.05 4.00
H 8.35 0.51 2.83
H 9.36 -1.94 3.89
H 8.82 -1.62 2.24
H 6.57 -1.67 5.10
H 6.30 -3.40 4.86
H 5.13 0.18 2.37
H 5.05 0.26 4.63
C 0.69 -1.67 0.70
Cl 2.39 -1.99 1.06
Cl -0.15 -1.06 2.13
Cl 0.56 -0.52 -0.64
H 0.22 -2.60 0.40
C -2.35 1.39 2.85
Cl -2.25 2.19 4.42
Cl -3.89 0.54 2.67
Cl -2.13 2.55 1.54
H -1.55 0.66 2.79
C -7.07 -0.58 0.00
Cl -6.45 -0.70 1.65
Cl -5.96 0.37 -1.01
Cl -7.32 -2.18 -0.71
H -8.02 -0.06 0.03
C -2.87 6.52 0.50
Cl -3.88 5.71 -0.70
Cl -1.68 7.56 -0.30
Cl -3.86 7.45 1.63
H -2.33 5.76 1.06
C -7.00 -3.32 -4.86
Cl -7.56 -4.80 -4.08
Cl -6.56 -2.11 -3.65
Cl -5.64 -3.67 -5.93
H -7.81 -2.93 -5.46
C 1.91 2.15 -3.61
Cl 2.12 3.91 -3.68
Cl 3.13 1.41 -2.58
Cl 0.28 1.74 -3.05
H 2.03 1.76 -4.61
C -5.25 7.41 -4.43
Cl -6.92 7.64 -3.90
Cl -4.82 8.60 -5.67
Cl -4.15 7.50 -3.05
H -5.16 6.42 -4.86
C 5.86 2.71 6.33
Cl 5.45 1.19 7.14
Cl 6.43 3.90 7.51
Cl 7.08 2.44 5.08
H 4.97 3.10 5.86
C 3.09 4.05 4.19
Cl 3.83 2.47 3.92
Cl 3.90 4.91 5.52
Cl 3.12 5.02 2.72
H 2.06 3.89 4.48
C -1.89 4.39 -4.95
Cl -1.83 5.24 -3.40
Cl -3.46 3.61 -5.16
Cl -1.56 5.50 -6.28
H -1.12 3.63 -4.94
C 3.03 -0.64 -6.97
Cl 4.76 -0.99 -6.99
Cl 2.40 -0.66 -5.32
Cl 2.71 0.92 -7.74
H 2.52 -1.41 -7.54
C -4.17 2.37 7.57
Cl -4.05 4.13 7.59
Cl -2.86 1.65 8.52
Cl -5.74 1.85 8.19
H -4.07 2.03 6.55
C -6.04 -7.28 -6.91
Cl -7.24 -7.80 -8.10
Cl -5.65 -8.61 -5.81
Cl -4.58 -6.68 -7.71
H -6.47 -6.48 -6.33
C 4.98 -4.97 -1.18
Cl 3.76 -4.15 -2.16
Cl 5.32 -6.58 -1.83
Cl 6.45 -4.01 -1.09
H 4.58 -5.08 -0.18
C -5.92 -9.00 -1.81
Cl -5.00 -8.44 -0.42
Cl -7.30 -9.98 -1.29
Cl -6.46 -7.63 -2.79
H -5.28 -9.62 -2.42


[5]
68
Properties=species:S:1:pos:R:3 method="wB97M-V/def2-TZVPD" charge=0 homo_ev=-10.47 de_lowest_kj_mol=0.0 smiles="O=C1OC[C@@H](F)O1.O=C1OC[C@@H](F)O1.O=C1OC[C@@H](F)O1.O=C1OC[C@@H](F)O1.C[C@H]1COC(=O)O1.ClCCl.ClCCl.ClCCl" homo_lumo_gap_ev=10.69 e_tot_ha=-5027.62635
C 1.04 -3.62 2.67
C 0.41 -4.86 2.11
C -0.74 -5.47 2.92
O -1.83 -5.34 1.96
C -1.40 -4.78 0.76
O -2.19 -4.52 -0.16
O -0.13 -4.47 0.88
H 1.64 -3.16 1.88
H 1.66 -3.88 3.53
H 0.27 -2.89 2.91
H 1.24 -5.54 1.97
H -0.92 -4.93 3.85
H -0.62 -6.53 3.14
C -1.89 0.48 -4.99
Cl -2.57 0.16 -3.44
Cl -0.27 1.13 -4.77
H -1.82 -0.50 -5.46
H -2.62 1.03 -5.59
C 0.42 0.19 4.48
Cl 0.61 1.86 3.92
Cl -1.30 -0.31 4.40
H 1.07 -0.39 3.82
H 0.84 0.12 5.49
C -2.31 4.10 -2.83
Cl -3.33 3.46 -4.16
Cl -2.81 5.72 -2.44
H -2.44 3.51 -1.93
H -1.25 4.13 -3.09
C 2.16 3.77 -1.50
C 3.40 3.99 -2.25
O 2.92 4.59 -3.42
C 1.63 4.27 -3.57
O 0.89 4.45 -4.60
O 1.14 3.70 -2.39
F 3.93 2.70 -2.41
H 2.07 4.68 -0.90
H 2.25 3.00 -0.74
H 4.18 4.64 -1.84
C -6.53 0.95 -0.41
C -5.25 1.70 -0.41
O -5.17 2.10 -1.71
C -5.82 1.27 -2.49
O -5.80 1.26 -3.72
O -6.65 0.45 -1.73
F -4.18 0.89 -0.08
H -7.39 1.58 -0.17
H -6.42 0.20 0.37
H -5.25 2.57 0.24
C -0.71 -0.56 -0.37
C 0.12 0.41 -1.20
O 1.43 0.35 -0.55
C 1.33 -0.13 0.68
O 2.20 -0.25 1.55
O 0.09 -0.54 0.82
F -0.35 1.66 -1.00
H -0.94 -1.53 -0.82
H -1.68 -0.15 -0.11
H 0.21 0.20 -2.27
C 6.21 -1.17 2.49
C 5.20 -1.85 1.58
O 4.42 -2.57 2.51
C 4.45 -2.00 3.73
O 3.68 -2.28 4.63
O 5.47 -1.13 3.75
F 5.86 -2.68 0.73
H 6.52 -0.18 2.15
H 7.08 -1.80 2.68
H 4.54 -1.26 0.96


[6]
67
Properties=species:S:1:pos:R:3 method="wB97M-V/def2-TZVPD" charge=+1 homo_ev="-12.49 / -12.49" homo_lumo_gap_ev="7.94 / 5.92" spin_multiplicity=6 e_tot_ha=-3830.85070
Fe 1.25 2.17 -18.12
C 4.75 0.76 -16.94
C 3.47 1.39 -17.46
O 3.03 2.48 -17.06
O 2.89 0.85 -18.41
H 4.44 -0.18 -16.47
H 5.38 1.39 -16.30
H 5.37 0.58 -17.81
C -0.45 0.03 -15.10
C 0.04 0.94 -16.22
O 0.40 2.08 -16.14
O 0.24 0.48 -17.38
H 0.39 -0.33 -14.50
H -1.12 -0.75 -15.45
H -1.09 0.56 -14.39
C 1.76 -4.26 -17.24
C 1.80 -3.16 -16.19
O 2.63 -2.18 -16.78
C 3.31 -2.74 -17.82
O 4.12 -2.15 -18.58
O 2.96 -4.02 -17.85
F 2.25 -3.61 -15.00
H 1.06 -4.07 -18.06
H 1.68 -5.21 -16.73
H 0.75 -2.93 -16.07
C -4.21 1.16 -14.12
C -4.25 0.09 -13.04
O -4.92 -0.96 -13.64
C -5.17 -0.76 -14.88
O -5.83 -1.49 -15.61
O -4.53 0.38 -15.27
F -4.97 0.51 -12.02
H -3.39 1.87 -14.02
H -5.05 1.84 -13.96
H -3.26 -0.14 -12.65
C -2.48 -4.76 -13.67
C -2.07 -3.74 -14.72
O -1.03 -4.41 -15.38
C -0.89 -5.73 -14.87
O -0.20 -6.65 -15.28
O -1.73 -5.94 -13.87
F -1.58 -2.63 -14.05
H -3.53 -5.04 -13.76
H -2.24 -4.36 -12.69
H -2.90 -3.35 -15.31
C 4.01 -2.54 -12.36
C 3.48 -1.28 -13.11
O 3.91 -0.21 -12.29
C 4.37 -0.68 -11.21
O 4.80 0.05 -10.29
O 4.17 -1.97 -11.08
F 2.19 -1.12 -13.01
H 4.89 -3.00 -12.80
H 3.21 -3.27 -12.40
H 3.75 -1.25 -14.16
C 1.13 -1.43 -20.20
O 0.34 -0.73 -21.19
C 0.22 0.64 -21.00
O 0.61 1.27 -20.05
O -0.26 1.12 -22.18
C -0.44 2.45 -22.46
H 0.50 -1.56 -19.33
H 2.07 -0.94 -19.93
H 1.39 -2.42 -20.57
H 0.59 2.78 -22.62
H -0.94 3.03 -21.69
H -0.88 2.57 -23.45


[7]
49
Properties=species:S:1:pos:R:3 method="wB97M-V/def2-TZVPD" charge=+1 homo_ev="-8.25 / -11.37" de_lowest_kj_mol=20.1 homo_lumo_gap_ev="5.76 / 5.41" spin_multiplicity=5 e_tot_ha=-2357.35462
O -3.07 0.60 1.32
C -2.00 0.16 1.18
Fe -0.39 -0.55 1.02
C -0.70 -1.83 2.24
O -1.23 -2.56 2.96
C -0.94 -1.49 -0.34
O -1.61 -2.16 -1.02
C 0.93 1.41 2.62
C 0.31 2.20 1.54
C 0.10 1.30 0.33
C 1.18 0.43 -0.01
C 1.66 -0.35 1.06
C 1.26 0.08 2.38
H 0.91 1.81 3.64
H -0.65 2.65 1.87
H 0.92 3.09 1.27
H -0.54 1.72 -0.46
H 1.46 0.23 -1.05
H 2.32 -1.21 0.93
H 1.54 -0.55 3.22
C 2.69 3.97 3.79
C 3.65 3.75 4.95
C 4.45 2.44 4.91
C 4.53 1.72 3.58
N 5.38 0.65 3.52
C 6.19 0.30 4.68
C 7.26 -0.74 4.37
O 6.75 -1.79 3.54
C 6.37 -1.29 2.26
C 5.30 -0.20 2.33
C 3.87 2.21 2.48
C 3.32 3.58 2.45
H 1.79 3.38 3.95
H 2.38 5.03 3.76
H 4.36 4.59 4.98
H 3.09 3.79 5.89
H 5.46 2.70 5.27
H 4.03 1.74 5.66
H 6.72 1.19 5.05
H 5.56 -0.08 5.51
H 8.12 -0.23 3.90
H 7.57 -1.26 5.29
H 7.24 -0.87 1.72
H 5.97 -2.16 1.72
H 4.30 -0.68 2.26
H 5.43 0.42 1.43
H 3.90 1.69 1.52
H 2.60 3.67 1.64
H 4.12 4.31 2.25


[8]
53
Properties=species:S:1:pos:R:3 method="wB97M-V/def2-TZVPD" charge=0 homo_ev="-7.76 / -8.12" de_lowest_kj_mol=43.9 homo_lumo_gap_ev="7.65 / 8.04" spin_multiplicity=2 e_tot_ha=-3459.14495
Ti -0.60 -0.08 1.05
O -0.99 1.83 1.17
N -2.21 1.84 0.56
C -2.33 2.70 -0.49
C -3.53 2.83 -1.12
C -4.60 2.05 -0.66
C -4.44 1.18 0.38
C -3.19 1.02 1.03
S -2.85 -0.11 2.25
H -1.42 3.22 -0.72
H -3.62 3.51 -1.95
H -5.57 2.14 -1.14
H -5.25 0.56 0.73
C 1.22 -0.23 -4.59
C 0.08 -1.10 -4.15
C -1.25 -0.39 -4.01
O 0.48 -1.80 -2.92
P 0.27 -1.36 -1.42
S -1.55 -1.61 -0.69
S 0.84 0.51 -1.05
O 1.17 -2.40 -0.65
C 2.52 -2.86 -0.96
C 2.44 -4.03 -1.92
C 3.44 -1.76 -1.43
H 0.99 0.26 -5.54
H 2.12 -0.83 -4.73
H 1.43 0.55 -3.86
H -0.04 -1.93 -4.85
H -1.20 0.45 -3.32
H -2.03 -1.07 -3.68
H -1.52 0.00 -5.00
H 2.87 -3.22 0.01
H 2.17 -3.70 -2.92
H 1.71 -4.76 -1.58
H 3.41 -4.52 -1.97
H 3.13 -1.36 -2.40
H 4.43 -2.18 -1.55
H 3.48 -0.93 -0.72
C 0.59 -0.93 2.61
C 0.64 0.20 3.58
C 1.49 1.28 3.33
C 1.50 2.40 4.14
C 0.64 2.45 5.24
C -0.21 1.38 5.51
C -0.21 0.27 4.69
C 0.64 3.62 6.08
N 0.65 4.57 6.73
H 0.14 -1.83 3.02
H 1.58 -1.17 2.20
H 2.16 1.24 2.48
H 2.16 3.23 3.93
H -0.87 1.42 6.37
H -0.88 -0.55 4.90


What did the sixth record say?
67
Properties=species:S:1:pos:R:3 method="wB97M-V/def2-TZVPD" charge=+1 homo_ev="-12.49 / -12.49" homo_lumo_gap_ev="7.94 / 5.92" spin_multiplicity=6 e_tot_ha=-3830.85070
Fe 1.25 2.17 -18.12
C 4.75 0.76 -16.94
C 3.47 1.39 -17.46
O 3.03 2.48 -17.06
O 2.89 0.85 -18.41
H 4.44 -0.18 -16.47
H 5.38 1.39 -16.30
H 5.37 0.58 -17.81
C -0.45 0.03 -15.10
C 0.04 0.94 -16.22
O 0.40 2.08 -16.14
O 0.24 0.48 -17.38
H 0.39 -0.33 -14.50
H -1.12 -0.75 -15.45
H -1.09 0.56 -14.39
C 1.76 -4.26 -17.24
C 1.80 -3.16 -16.19
O 2.63 -2.18 -16.78
C 3.31 -2.74 -17.82
O 4.12 -2.15 -18.58
O 2.96 -4.02 -17.85
F 2.25 -3.61 -15.00
H 1.06 -4.07 -18.06
H 1.68 -5.21 -16.73
H 0.75 -2.93 -16.07
C -4.21 1.16 -14.12
C -4.25 0.09 -13.04
O -4.92 -0.96 -13.64
C -5.17 -0.76 -14.88
O -5.83 -1.49 -15.61
O -4.53 0.38 -15.27
F -4.97 0.51 -12.02
H -3.39 1.87 -14.02
H -5.05 1.84 -13.96
H -3.26 -0.14 -12.65
C -2.48 -4.76 -13.67
C -2.07 -3.74 -14.72
O -1.03 -4.41 -15.38
C -0.89 -5.73 -14.87
O -0.20 -6.65 -15.28
O -1.73 -5.94 -13.87
F -1.58 -2.63 -14.05
H -3.53 -5.04 -13.76
H -2.24 -4.36 -12.69
H -2.90 -3.35 -15.31
C 4.01 -2.54 -12.36
C 3.48 -1.28 -13.11
O 3.91 -0.21 -12.29
C 4.37 -0.68 -11.21
O 4.80 0.05 -10.29
O 4.17 -1.97 -11.08
F 2.19 -1.12 -13.01
H 4.89 -3.00 -12.80
H 3.21 -3.27 -12.40
H 3.75 -1.25 -14.16
C 1.13 -1.43 -20.20
O 0.34 -0.73 -21.19
C 0.22 0.64 -21.00
O 0.61 1.27 -20.05
O -0.26 1.12 -22.18
C -0.44 2.45 -22.46
H 0.50 -1.56 -19.33
H 2.07 -0.94 -19.93
H 1.39 -2.42 -20.57
H 0.59 2.78 -22.62
H -0.94 3.03 -21.69
H -0.88 2.57 -23.45